72
Properties=species:S:1:pos:R:3:forces:R:3:mulliken_charge:R:1 method="wB97M-V/def2-TZVPD" homo_energy_ev=-4.92 total_charge=-1 spin_multiplicity=1 gap_ev=7.11 fmax_ev_per_a=0.37
Ti 0.046602 2.224792 -0.914448 -0.184 0.059 -0.267 -0.212
S 1.428723 1.300521 1.002236 0.252 -0.052 0.103 -0.440
C 2.636964 1.425217 -0.277895 -0.179 0.030 -0.055 1.135
C 3.967159 1.023151 -0.220148 0.000 -0.034 0.028 -1.315
C 4.758501 1.191820 -1.350285 -0.019 0.009 -0.011 1.114
C 6.130810 0.765114 -1.309202 0.010 0.026 -0.005 -0.310
N 7.228556 0.427518 -1.252287 -0.005 -0.011 0.000 -0.597
C 4.223226 1.762182 -2.517752 0.006 0.039 0.027 0.537
C 2.883128 2.157361 -2.544090 0.052 0.051 0.010 -0.170
C 2.077370 1.978131 -1.432852 0.071 -0.069 -0.026 -0.074
S -0.288807 3.938022 -2.059396 0.013 0.082 0.042 -0.548
C 5.033270 1.916770 -3.691575 0.014 -0.029 0.005 -0.150
N 5.663324 2.033736 -4.647498 -0.007 0.014 0.002 -0.627
H 4.379671 0.571736 0.672159 0.003 -0.006 -0.008 0.454
H 2.486767 2.599342 -3.449851 -0.015 -0.001 0.008 0.491
C -4.231625 -2.606866 1.937734 -0.003 -0.016 -0.006 -1.040
C -3.600459 -1.228656 1.774605 0.055 0.027 0.025 -0.775
Sb -1.535205 -1.092139 1.067742 -0.128 0.033 -0.069 0.094
C -0.524315 -1.744169 2.861586 0.049 0.023 -0.009 -0.258
C -0.937517 -3.065704 3.496063 0.001 0.005 0.024 -1.189
C -1.555540 -3.005965 0.060344 0.016 -0.011 0.061 -0.674
C -2.299208 -2.971531 -1.271377 0.004 0.004 -0.002 -1.078
H -5.265248 -2.533581 2.290812 0.002 0.004 0.002 0.400
H -3.687333 -3.229796 2.648117 0.000 0.009 -0.010 0.148
H -4.253951 -3.147988 0.990171 -0.001 -0.001 -0.005 0.199
H -3.624418 -0.669425 2.714729 0.004 -0.015 0.009 0.441
H -4.179419 -0.638150 1.061043 -0.013 0.018 0.005 0.375
H -0.634021 -0.912929 3.561977 -0.008 -0.039 -0.009 0.130
H 0.529275 -1.764301 2.571849 0.003 -0.013 0.007 0.326
H -1.947725 -3.014567 3.905888 0.005 0.000 -0.004 0.243
H -0.268409 -3.334676 4.319266 -0.002 0.000 0.001 0.417
H -0.911918 -3.887840 2.778752 0.002 -0.005 -0.005 0.267
H -2.000760 -3.736306 0.739291 0.016 -0.015 -0.015 0.534
H -0.506398 -3.274652 -0.075540 -0.015 -0.001 0.000 0.275
H -3.318929 -2.593622 -1.156463 -0.005 -0.005 -0.003 0.330
H -2.372734 -3.970459 -1.713266 -0.002 -0.002 -0.012 0.390
H -1.798413 -2.321228 -1.987853 0.003 0.004 0.007 0.015
C -0.167058 1.935454 4.863512 0.024 0.020 -0.003 -0.773
O -0.595494 1.625447 3.554931 -0.066 0.051 0.036 -0.215
H 0.345941 2.903190 4.908553 0.005 -0.009 0.002 0.244
H 0.499000 1.168238 5.271456 0.004 0.000 -0.001 0.288
H -1.054645 1.991174 5.493551 -0.006 -0.008 -0.004 0.280
H 0.182351 1.591624 2.979188 0.002 -0.070 -0.010 0.089
Br -3.356535 2.289611 0.017115 0.020 0.012 0.009 -0.095
C -2.249696 3.316381 1.139088 -0.037 -0.012 0.000 0.187
C -2.823079 4.073548 2.149651 0.030 -0.016 -0.012 -0.693
C -1.988500 4.868974 2.907243 -0.011 0.029 0.030 -0.215
C -0.629691 4.880335 2.627823 0.007 -0.011 -0.024 -0.998
C -0.156105 4.070000 1.618730 0.009 0.017 0.006 -0.430
N -0.954941 3.285505 0.880653 -0.066 0.044 0.020 0.569
H -3.888969 4.032363 2.313292 -0.003 0.001 0.005 0.447
H -2.395476 5.480121 3.702712 0.000 -0.002 0.001 0.384
H 0.059133 5.499163 3.184800 -0.003 0.003 0.002 0.466
H 0.896738 4.019084 1.377347 -0.011 0.001 0.000 0.454
F -2.141930 0.362794 -2.080873 -0.004 -0.021 0.015 -0.270
C -0.807136 0.687788 -2.288968 0.028 -0.014 -0.017 0.445
F -0.110083 -0.488696 -2.022539 0.007 -0.046 -0.026 0.269
C -0.717624 0.824806 -3.814229 -0.025 0.067 0.021 0.403
F 0.526670 1.119290 -4.215821 -0.018 -0.037 0.000 -0.172
F -1.053124 -0.339000 -4.433210 -0.008 0.055 -0.002 -0.297
F -1.545573 1.761315 -4.279697 0.033 -0.058 -0.006 -0.261
S 2.146483 -2.124992 -0.092057 0.126 -0.274 0.207 -0.206
C 2.096983 -2.432662 -1.700177 -0.083 0.207 -0.110 -0.032
N 1.447585 -3.440232 -2.319284 0.086 0.027 0.078 -0.129
C 1.703254 -3.606013 -3.739599 -0.026 0.025 -0.028 -0.654
C 1.977821 -2.197138 -4.248306 -0.024 0.012 -0.006 -0.337
S 2.865379 -1.395154 -2.882369 0.047 -0.069 -0.037 0.069
H 1.105616 -4.191425 -1.741750 -0.058 0.011 -0.025 0.264
H 0.835144 -4.046152 -4.230641 -0.008 0.004 0.008 0.368
H 2.572993 -4.251474 -3.906767 0.000 -0.009 0.015 0.285
H 1.051726 -1.651483 -4.430415 0.034 -0.035 0.008 -0.102
H 2.591862 -2.192637 -5.145501 0.000 -0.007 -0.003 0.503

97
Properties=species:S:1:pos:R:3:forces:R:3:mulliken_charge:R:1 method="wB97M-V/def2-TZVPD" homo_energy_ev=-9.50 total_charge=0 spin_multiplicity=1 gap_ev=7.84 fmax_ev_per_a=0.91
O -4.792151 1.546673 1.843967 0.416 -0.152 -0.623 -0.566
C -4.113390 1.252735 0.893326 -0.405 0.167 0.467 -0.093
C -3.032298 2.193998 0.354915 0.215 -0.121 0.190 -1.312
C -2.358344 1.695137 -0.889491 0.129 0.087 -0.042 0.498
C -1.220468 0.875663 -0.822397 -0.444 0.307 -0.022 0.858
C -0.627185 0.418337 0.520213 -0.038 -0.429 -0.016 0.353
O -0.020517 1.295804 1.141709 -0.100 0.225 0.228 -0.742
O -0.798768 -0.792402 0.727183 0.050 0.223 -0.043 -0.796
C -0.634868 0.486083 -2.008539 -0.078 0.042 -0.461 0.938
C 0.575859 -0.388722 -1.995383 0.028 -0.055 0.234 -1.386
C 1.749220 0.273379 -1.240981 -0.017 -0.064 -0.046 -0.455
C 2.880828 0.777207 -2.103925 -0.112 -0.168 0.169 0.761
F 3.339870 -0.217352 -2.915276 0.131 0.134 -0.195 -0.361
F 3.899400 1.150795 -1.305505 0.108 0.095 0.078 -0.231
C 2.483705 1.971190 -3.009264 -0.055 -0.243 -0.273 0.919
F 1.703179 2.812321 -2.294430 0.041 0.059 0.088 -0.403
F 1.703337 1.461269 -3.996897 -0.037 0.103 0.046 -0.357
C 3.611403 2.824494 -3.696365 -0.015 0.194 -0.353 0.577
F 4.856836 2.458712 -3.343627 -0.247 -0.093 0.157 -0.300
F 3.518721 2.647783 -5.034213 -0.005 -0.048 0.172 -0.330
C 3.478601 4.370841 -3.486505 0.478 -0.053 0.018 0.444
F 4.487071 4.902751 -4.217768 -0.093 -0.021 0.035 -0.338
F 2.323841 4.791140 -4.016342 -0.011 -0.048 0.059 -0.277
C 3.623251 4.879330 -2.007477 -0.489 0.135 0.036 0.892
F 2.421219 5.317012 -1.580101 0.186 -0.096 -0.053 -0.300
F 4.022898 3.873337 -1.208362 0.035 0.133 -0.115 -0.278
C 4.604524 6.068084 -1.825329 0.046 -0.180 0.082 0.543
F 4.522622 6.480946 -0.567674 -0.008 0.071 0.221 -0.231
F 4.266479 7.075274 -2.624132 -0.010 0.040 -0.122 -0.257
F 5.858740 5.701452 -2.064043 0.029 -0.022 -0.103 -0.231
C -1.225594 0.932270 -3.206588 0.005 0.046 -0.031 -0.588
N -2.312179 1.664388 -3.270907 0.305 -0.078 0.208 -1.210
N -2.850409 2.026812 -2.102827 0.151 -0.450 0.171 1.251
P -4.283060 3.028305 -2.286126 -0.317 0.835 -0.163 0.447
O -4.019921 4.388682 -1.831033 -0.007 -0.491 -0.047 -0.626
O -5.369696 2.175591 -1.528627 0.165 -0.050 -0.134 -0.424
O -4.673336 2.849529 -3.802635 0.064 0.266 0.216 -0.288
H -4.226578 0.282164 0.375310 0.034 0.028 0.071 0.524
H -3.427329 3.206703 0.253131 -0.078 -0.087 -0.060 0.567
H -2.258520 2.241452 1.133196 -0.041 -0.002 -0.106 0.565
H 0.876777 -0.713862 -2.990355 -0.062 0.178 0.079 -0.048
H 0.277684 -1.272286 -1.420238 0.100 0.031 -0.078 0.517
H 2.195087 -0.461279 -0.574185 0.070 0.107 -0.112 -0.548
H 1.417846 1.098400 -0.605906 0.087 -0.118 -0.016 0.845
H -0.789493 0.665651 -4.164051 -0.133 0.068 0.101 0.639
H -6.156437 1.987280 -2.060539 0.016 -0.060 0.056 0.349
H -4.466743 3.659662 -4.294633 -0.006 -0.129 -0.086 0.308
C -4.168006 -2.185722 3.498722 -0.107 0.135 -0.091 -0.349
Cl -3.556021 -3.417939 4.616395 0.117 -0.067 0.028 -0.146
Cl -2.926317 -1.635944 2.371508 -0.032 -0.119 0.113 0.021
H -4.988743 -2.619523 2.940957 0.017 -0.033 0.005 0.220
H -4.510295 -1.339681 4.083201 0.018 -0.016 0.031 0.274
C 2.834053 0.084171 2.564419 -0.173 0.011 0.069 -0.230
Cl 3.452569 -1.098384 1.388789 0.180 -0.177 0.204 -0.144
Cl 3.246683 1.737712 2.126945 0.005 -0.067 -0.036 -0.060
H 1.753731 -0.013707 2.596059 -0.022 0.067 -0.109 0.123
H 3.287494 -0.137485 3.522880 0.027 -0.022 -0.018 0.390
C 5.121399 4.435409 4.681253 -0.005 0.012 0.037 -0.337
Cl 5.762289 2.797616 4.866268 0.003 0.004 0.004 -0.146
Cl 4.450470 4.724749 3.072868 0.046 0.142 -0.015 -0.077
H 4.332590 4.577598 5.409559 -0.022 -0.033 -0.013 0.283
H 5.930692 5.136379 4.843674 0.019 -0.012 -0.024 0.283
C -3.853855 -6.761161 6.897133 -0.069 0.019 -0.021 -0.037
Cl -2.251873 -6.875194 7.640303 0.023 0.091 -0.014 -0.158
Cl -4.545895 -8.356429 6.582411 -0.024 0.007 0.005 -0.155
H -4.509592 -6.227729 7.574334 0.014 -0.032 0.044 0.253
H -3.763402 -6.230978 5.957119 0.060 -0.031 -0.033 0.090
C -8.053277 -2.257912 5.648949 -0.084 -0.006 0.143 -0.275
Cl -7.897875 -2.094872 3.895887 0.032 -0.001 -0.036 -0.144
Cl -6.532039 -2.696596 6.434609 -0.037 0.030 -0.054 -0.122
H -8.380674 -1.306571 6.049711 0.022 0.019 -0.021 0.276
H -8.778334 -3.035751 5.854122 0.012 -0.020 -0.023 0.276
C -5.595959 0.758456 -6.590422 0.126 0.063 0.007 -0.205
Cl -6.494132 2.113037 -7.282630 0.014 0.013 0.002 -0.161
Cl -6.208939 0.294684 -4.999158 -0.097 -0.182 0.050 -0.152
H -5.686871 -0.094314 -7.251688 -0.055 -0.001 0.002 0.339
H -4.559846 1.055713 -6.478706 0.000 0.003 0.023 0.165
C -0.776447 -2.450121 -6.462978 0.027 0.015 -0.005 -0.395
Cl -0.251189 -2.008221 -4.830267 -0.013 -0.149 -0.148 -0.010
Cl -2.471089 -2.031614 -6.741654 -0.020 0.003 -0.021 -0.125
H -0.165372 -1.908815 -7.174455 -0.012 0.027 0.008 0.258
H -0.658660 -3.520053 -6.580865 -0.041 -0.010 0.035 0.353
C -1.861967 -9.703173 10.133572 -0.023 0.028 -0.008 0.055
Cl -0.268523 -9.823934 10.891810 0.002 0.021 0.003 -0.161
Cl -2.564824 -11.291078 9.801029 -0.018 0.006 -0.006 -0.158
H -2.521938 -9.171088 10.807622 0.004 -0.031 0.033 0.265
H -1.758874 -9.169678 9.197771 0.016 -0.044 -0.029 0.000
C 6.756825 -2.896908 1.300885 -0.023 0.050 -0.022 0.171
Cl 8.181501 -3.090990 2.330187 0.008 0.006 0.002 -0.168
Cl 5.916374 -4.428605 1.024023 -0.012 0.021 -0.009 -0.160
H 6.069962 -2.215008 1.786479 -0.004 -0.020 0.026 0.034
H 7.077417 -2.506094 0.342841 0.023 -0.026 -0.005 0.120
C 6.939431 0.253756 -4.667031 -0.009 0.051 -0.014 0.127
Cl 7.227009 -0.729764 -3.229301 -0.050 -0.026 0.044 -0.121
Cl 8.356941 0.310056 -5.723304 -0.019 0.009 -0.043 -0.182
H 6.112350 -0.173330 -5.221400 0.025 -0.055 0.005 0.247
H 6.709338 1.262299 -4.350709 0.048 0.010 0.016 -0.062

62
Properties=species:S:1:pos:R:3:forces:R:3:nbo_charge:R:1 method="wB97M-V/def2-TZVPD" homo_energy_ev="-19.11 / -19.21" total_charge=+4 spin_multiplicity=3 gap_ev="5.69 / 6.23" fmax_ev_per_a=0.28
Mo -0.133438 -0.398166 0.389681 0.138 0.210 0.027 1.169
N 1.733398 2.546323 -4.263668 -0.001 -0.012 0.013 -0.670
C 1.602374 1.881460 -2.901348 0.032 0.003 0.035 -0.039
C 2.646257 0.769208 -2.800848 -0.047 0.035 -0.012 -0.454
C 2.868787 0.231327 -1.385647 0.021 0.006 0.114 -0.036
N 1.808766 -0.732743 -0.896548 -0.166 -0.022 -0.227 -0.847
C 3.052251 1.341754 -0.360224 -0.022 -0.029 -0.019 -0.440
C 1.931659 2.365751 -0.407098 -0.002 -0.020 -0.090 -0.042
N 0.632887 1.793365 0.109201 0.038 -0.091 0.224 -0.814
C 1.776168 2.945957 -1.818185 -0.001 0.001 -0.025 -0.452
H 1.606016 1.880347 -5.033532 0.002 0.005 -0.005 0.462
H 2.660614 2.970141 -4.387051 0.001 0.001 0.000 0.458
H 1.045044 3.295089 -4.396356 0.000 0.003 -0.004 0.462
H 0.587670 1.475966 -2.893709 0.003 -0.008 0.010 0.212
H 3.616483 1.173019 -3.109813 0.003 -0.009 0.004 0.259
H 2.425067 -0.047744 -3.493249 -0.017 0.011 -0.002 0.248
H 3.791045 -0.350063 -1.428015 0.004 0.002 -0.030 0.251
H 2.313913 -1.320265 -0.233204 -0.099 -0.043 -0.014 0.420
H 1.590845 -1.396525 -1.643720 0.030 0.043 -0.084 0.418
H 3.997501 1.851126 -0.558456 0.005 -0.003 0.006 0.276
H 3.150123 0.920269 0.644597 -0.002 0.012 0.004 0.236
H 2.185538 3.203918 0.242080 0.021 -0.030 0.023 0.255
H -0.142255 2.245602 -0.374759 -0.007 -0.006 -0.002 0.422
H 0.517179 2.133444 1.065786 0.025 0.043 -0.022 0.427
H 2.691055 3.514735 -2.014480 -0.001 -0.004 -0.004 0.259
H 0.954389 3.667355 -1.843874 0.005 0.001 -0.006 0.247
N -1.825065 -1.842695 0.219384 0.000 -0.004 -0.045 -0.787
C -1.429067 -3.246647 0.153369 0.053 -0.022 0.030 0.117
C -2.229084 -4.278969 -0.240487 -0.002 -0.019 -0.009 -0.151
C -1.745442 -5.605589 -0.137377 -0.034 0.013 -0.012 -0.157
C -0.515968 -5.861976 0.400260 0.034 0.005 0.016 -0.118
C 0.316734 -4.796460 0.833463 -0.017 -0.021 -0.009 -0.081
C 1.567077 -4.971013 1.454722 -0.002 0.002 -0.005 -0.004
C 2.278624 -3.865869 1.873306 0.010 -0.016 0.001 -0.251
C 1.767403 -2.596581 1.628298 -0.005 -0.005 -0.029 0.052
N 0.599094 -2.379136 1.009703 0.156 0.006 0.171 -0.511
C -0.147799 -3.476386 0.661147 -0.026 0.037 0.014 0.136
H -2.405438 -1.706117 1.049958 -0.014 0.028 -0.004 0.439
H -2.441975 -1.595472 -0.554987 -0.007 -0.042 -0.025 0.429
H -3.233032 -4.102862 -0.609825 -0.002 -0.006 0.000 0.260
H -2.378395 -6.420529 -0.461248 -0.003 0.002 0.000 0.276
H -0.167054 -6.880746 0.513209 0.001 0.001 0.001 0.270
H 1.956563 -5.969578 1.616250 -0.004 -0.001 0.002 0.275
H 3.227200 -3.967355 2.382210 0.000 0.009 0.000 0.282
H 2.332081 -1.722265 1.942430 -0.003 0.012 -0.001 0.217
I -0.185750 -0.106448 3.087365 -0.111 0.031 0.092 0.623
C -1.543681 1.505455 3.023284 0.028 -0.021 -0.002 -0.137
C -1.836795 2.264286 4.115078 -0.005 0.011 0.013 -0.183
C -2.837773 3.252816 3.968673 -0.007 -0.004 -0.021 -0.154
C -3.481065 3.424336 2.772671 0.006 -0.006 0.012 -0.144
C -3.159996 2.626665 1.644501 -0.007 0.024 -0.004 0.037
C -3.810078 2.782390 0.393603 0.016 -0.033 -0.006 -0.102
C -3.490561 1.987053 -0.676600 -0.002 0.041 0.009 -0.218
C -2.508853 0.982626 -0.533680 0.038 0.016 -0.076 -0.245
C -1.823870 0.812890 0.653011 -0.004 -0.092 -0.027 -0.241
C -2.157477 1.631397 1.766152 -0.039 -0.018 -0.010 -0.169
H -1.348826 2.127634 5.071791 -0.001 -0.002 -0.001 0.270
H -3.094803 3.863721 4.823622 0.001 0.002 0.000 0.276
H -4.253568 4.177326 2.678472 0.001 0.002 -0.004 0.265
H -4.585119 3.533331 0.297837 -0.002 0.001 -0.001 0.265
H -4.010858 2.100676 -1.618077 -0.001 0.000 0.001 0.263
H -2.306706 0.359456 -1.409054 -0.008 -0.031 0.019 0.212

| no. | E (hartree) |
| --- | --- |
| 1 | -7020.81314 |
| 2 | -12375.09542 |
| 3 | -1608.90089 |